[1]
Molecular formula: C44H113N7O14
Method: DFT, wB97M-V/def2-TZVPD

Its total charge is 0. The value obtained for the frontier orbital gap is 8.76 eV. As for the LUMO energy: 0.460 eV. The structure (SMILES) is COC[C@H](C)N.COC[C@H](C)N.COCCNCCOC.COCCNCCOC.COCCNCCOC.COCCNCCOC.COCCNCCOC.CC(C)O.CC(C)O.

```
178
C44H113N7O14 wB97M-V/def2-TZVPD
C -3.85 8.75 -10.25
H -8.87 6.48 -14.03
O -3.64 7.04 -19.24
H 7.35 6.52 -12.07
H 0.24 11.27 -16.08
H -4.34 1.63 -13.39
H -9.01 7.26 -12.49
H -3.17 3.45 -14.35
H -4.23 7.82 -21.37
H -7.05 -0.28 -10.10
H 2.82 6.97 -7.19
H -5.57 9.95 -21.78
H -6.51 1.83 -11.76
H -4.83 9.34 -23.26
N -8.68 0.34 -11.08
C -8.32 4.61 -10.20
C -6.53 4.42 -14.32
H -6.86 5.66 -11.32
H -1.00 9.99 -24.10
H -0.70 6.99 -17.22
H -4.21 9.49 -19.67
H -5.16 7.70 -9.01
O -2.86 10.88 -23.59
C -1.68 10.14 -23.27
H 4.89 8.05 -9.27
C -3.28 5.62 -12.55
O 1.11 7.09 -10.12
O -10.60 7.42 -13.74
H 0.76 11.67 -17.72
H -6.33 -2.08 -11.78
H -2.66 10.08 -20.28
C -8.57 5.07 -16.42
H -2.43 8.50 -18.41
O -5.71 9.28 -15.28
C -3.13 5.86 -18.80
C -4.62 9.73 -22.26
H -0.22 4.70 -16.98
H 5.88 5.16 -9.28
H -0.23 6.85 -11.73
H 1.17 5.53 -8.76
H -8.22 3.65 -10.72
H 1.82 10.78 -16.62
H -10.98 4.83 -17.36
O -11.12 8.09 -17.34
H -1.74 7.69 -19.79
H -10.54 9.25 -19.07
H -3.79 4.82 -12.02
N -8.72 8.79 -15.54
H -6.61 0.78 -13.03
H -7.93 -2.28 -11.21
C -9.25 7.38 -13.54
H -9.67 8.77 -15.89
H -0.49 9.16 -11.10
C 5.89 6.14 -9.76
H -1.98 9.11 -23.09
H -2.77 6.15 -11.74
H 1.44 4.70 -17.18
H 6.08 5.56 -12.94
C 1.24 6.62 -8.76
H -8.84 9.58 -13.65
C -11.49 6.87 -17.92
H -0.82 9.88 -12.70
H -4.97 7.36 -15.43
H -6.85 6.33 -15.92
H -10.72 5.32 -13.56
C 0.35 7.12 -16.94
H 3.36 6.54 -10.00
O -7.03 6.51 -9.46
C 0.79 10.90 -16.94
N -9.26 6.09 -17.21
H -3.08 0.94 -12.44
H -5.67 3.68 -10.42
C -2.68 8.06 -19.37
H -7.54 8.48 -13.79
C 2.57 7.16 -8.23
H -3.75 4.94 -15.29
H -8.78 1.09 -10.41
H -6.23 5.39 -13.92
H -9.13 5.12 -10.71
H -7.61 -1.57 -12.82
H -0.93 6.40 -10.23
H 0.02 8.81 -15.57
O -1.74 6.38 -14.29
O 0.40 9.58 -17.40
H -3.89 5.08 -18.83
H -9.09 6.96 -16.72
H -6.79 6.18 -8.59
H -2.31 5.40 -19.35
C 4.92 7.04 -8.87
N 0.76 6.24 -15.81
C -7.07 5.39 -16.43
C -7.29 -0.15 -11.16
C -8.58 8.62 -14.09
H -3.36 10.85 -9.73
H 6.91 6.52 -9.64
H 0.43 7.06 -8.17
H 1.81 3.80 -14.91
H -11.35 6.26 -12.22
H -2.19 4.08 -15.51
H -8.13 10.76 -15.61
C -11.17 9.26 -18.17
H -4.06 6.29 -12.90
H -10.82 10.11 -17.58
C -6.32 0.78 -11.98
H -6.09 10.20 -17.22
H -11.09 5.96 -16.07
H 6.94 4.83 -11.59
N 3.58 6.45 -9.01
H -8.38 10.07 -17.15
C -3.30 9.20 -20.19
C -3.82 11.03 -22.54
H -3.42 11.48 -21.63
H -1.40 4.70 -13.30
C 0.69 4.86 -16.41
C -7.30 -1.59 -11.77
H 1.28 1.21 -14.24
C 0.58 1.46 -15.04
H 0.91 6.94 -17.85
C -1.27 9.42 -11.83
H -8.60 4.49 -9.15
C -7.01 5.38 -10.28
H -3.96 8.34 -14.57
C -4.09 1.34 -12.37
H -12.58 6.83 -17.86
C -7.91 9.86 -16.19
H -9.06 0.55 -12.00
H -8.71 4.09 -16.87
H -7.55 4.28 -13.98
H -12.18 9.47 -18.51
H -6.55 8.54 -16.99
H -4.83 5.10 -10.14
C -2.26 5.25 -13.67
H -2.82 6.03 -17.77
H 1.59 8.69 -16.00
C 6.56 5.77 -11.98
N -4.49 8.45 -8.97
H -4.52 11.80 -22.85
H -4.02 2.30 -11.86
H -6.71 5.42 -17.45
O 5.53 6.27 -11.13
H -8.97 5.10 -15.41
O -4.94 0.42 -11.74
C -10.72 5.85 -17.09
C -2.93 4.42 -14.79
C -5.76 4.61 -9.86
H -4.52 9.24 -12.22
H 0.25 5.39 -10.92
C 0.03 6.44 -10.75
C -11.24 6.24 -13.30
O -6.35 4.31 -15.76
H -1.16 10.52 -22.39
C -2.84 9.97 -10.08
H -2.08 9.72 -9.33
H -11.15 6.79 -18.95
H -5.88 3.74 -13.78
H -5.64 8.20 -11.40
C -4.63 8.39 -15.43
O -2.11 10.40 -11.27
H -0.30 1.76 -14.47
C -4.97 9.04 -11.25
H -5.61 9.84 -10.88
H -12.27 6.17 -13.65
H -0.96 6.25 -14.82
H 1.71 6.40 -15.51
N -3.80 8.73 -21.51
H 0.36 0.58 -15.65
H -1.81 8.53 -12.15
H 5.18 7.07 -7.81
O 0.87 2.49 -16.00
C 0.82 3.76 -15.37
H -5.65 4.33 -8.81
H 2.70 8.23 -8.39
C -6.46 9.50 -16.47
C 0.60 8.56 -16.46
H -3.33 7.85 -10.60
H -4.96 9.29 -8.67
H -3.91 8.64 -16.21
H -0.06 3.88 -14.72
```

***

[2]
Molecular formula: C44H114N6O14
Method: DFT, wB97M-V/def2-TZVPD

Its total charge is -1. Its expectation value of S² is 0.750. The spin multiplicity is 2. The value obtained for the frontier orbital gap (alpha / beta) is 1.15 / 8.41 eV. As for the LUMO energy (alpha / beta): 1.921 / 1.858 eV.

```
178
C44H114N6O14 wB97M-V/def2-TZVPD
H -10.45 21.12 5.45
H -6.46 22.77 -6.39
H -10.52 18.24 -1.04
C -7.15 16.04 -4.63
H -11.77 15.64 1.63
H -8.47 17.20 -5.97
H -14.23 21.66 -4.01
C -7.94 31.24 -3.28
H -13.41 14.24 -1.26
H -7.74 22.23 -5.31
H -11.70 20.80 -0.82
C -12.00 23.05 4.16
C -10.99 21.37 -0.22
H -16.80 21.79 -1.43
H -15.18 13.82 -1.24
C -15.83 21.80 -1.92
H -13.01 21.18 3.97
O -14.71 15.56 -4.95
H -9.17 32.44 0.22
C -8.70 31.77 -0.51
H -4.71 21.11 -5.74
H -15.09 15.66 -6.89
H -7.45 17.12 2.44
H -9.11 16.02 -3.46
H -10.46 20.47 -3.34
H -12.75 23.74 4.53
O -17.38 18.64 -3.79
C -15.12 18.87 -4.76
C -14.52 15.49 -2.50
H -5.63 20.02 -4.64
C -8.29 17.49 1.86
H -8.73 20.12 -3.62
H -7.37 30.97 -4.17
H -15.13 22.00 -1.11
H -4.97 25.29 -2.66
C -4.23 23.40 -2.30
H -7.78 33.33 -1.62
H -11.05 23.30 4.64
H -4.92 16.99 -7.84
H -6.76 19.42 -8.03
H -19.20 18.20 -4.80
H -7.93 15.06 -2.83
H -8.11 28.60 1.91
N -8.32 30.60 0.36
H -6.35 15.30 -4.77
H -13.81 14.44 -6.39
H -5.98 17.88 0.10
H -8.32 30.27 -2.98
O -8.54 27.70 0.01
H -12.58 25.40 0.98
H -8.66 21.99 1.73
H -9.50 31.46 -1.17
H -16.46 22.71 -3.76
N -6.78 17.19 -3.79
C -7.88 21.31 2.08
H -9.62 27.70 1.59
C -12.98 19.63 -5.60
H -14.67 24.53 -2.18
H -16.79 20.28 -4.96
H -8.04 20.63 -1.45
H -11.97 23.01 3.07
C -16.67 19.20 -4.87
C -5.37 24.28 -2.73
O -10.71 17.31 1.98
O -6.49 17.24 -6.73
H -6.42 27.99 0.27
C -7.18 21.97 -6.21
H -12.55 18.85 -4.97
H -15.04 17.96 -5.35
C -9.54 20.09 -2.89
C -12.68 21.82 -7.75
H -16.29 24.31 -1.61
H -16.56 15.82 -2.11
H -10.87 25.40 0.44
N -8.10 17.83 0.46
H -11.23 21.20 0.82
H -11.33 17.45 -2.52
C -9.06 20.97 -1.66
O -7.09 31.56 -2.21
H -7.50 24.55 -2.14
O -7.30 20.87 0.89
C -5.41 20.27 -5.68
H -3.70 23.77 -1.42
H -8.58 18.42 2.35
H -14.84 18.77 -3.71
H -6.82 18.90 -0.93
H -10.59 20.66 3.82
C -10.96 22.90 -0.40
N -15.75 16.35 -2.40
O -14.37 22.47 -3.52
O -11.63 21.11 -7.18
H -12.28 22.12 6.40
H -8.86 18.43 0.17
C -6.71 20.54 -6.42
H -15.11 13.93 -3.84
H -9.89 30.38 1.61
H -6.88 32.46 -0.26
H -11.38 16.55 0.17
H -9.00 20.63 0.34
H -12.63 17.13 1.16
C -6.59 24.03 -1.86
H -5.19 15.53 -7.02
H -7.85 15.72 -6.63
C -9.46 29.79 0.79
H -13.32 14.33 -3.97
H -6.43 24.29 -0.82
C -15.69 22.79 -2.99
C -18.75 18.64 -3.91
C -11.87 24.98 0.28
H -10.16 29.54 -0.01
H -14.79 20.28 -6.20
C -11.95 20.69 -5.80
H -15.45 14.09 -6.01
H -8.85 14.55 -4.26
H -7.66 17.63 -3.57
H -12.14 21.57 -5.17
H -12.46 22.03 -8.79
C -14.76 14.92 -6.16
H -7.23 21.75 2.84
O -5.71 24.05 -4.03
H -9.44 15.70 1.42
C -9.48 16.54 2.12
C -5.73 16.33 -7.53
C -14.33 14.70 -3.81
H -14.70 15.20 -0.39
O -9.71 18.65 -2.83
H -15.65 20.78 -2.23
H -6.27 19.61 2.08
C -7.53 32.39 -1.14
C -11.66 16.64 1.22
C -8.88 28.38 1.16
C -10.86 18.32 -2.07
N -9.69 20.72 -0.39
H -5.50 23.17 -4.35
H -8.88 31.75 -3.48
H -5.01 19.36 -6.12
H -7.49 19.81 -6.19
O -13.00 21.71 5.91
H -9.93 23.24 -0.33
H -6.82 22.97 -1.80
H -6.30 17.90 -4.33
C -14.43 14.61 -1.27
C -12.34 21.63 4.70
O -6.59 20.35 -7.84
H -7.06 26.46 0.90
C -8.30 15.37 -3.80
N -14.37 20.01 -5.32
C -7.17 27.22 0.12
H -12.27 25.14 -0.73
O -11.79 23.59 0.59
H -11.67 19.04 -1.95
H -8.93 22.02 -1.93
C -6.37 19.74 1.00
H -4.70 22.45 -2.04
C -6.84 18.54 0.10
H -15.90 16.72 -3.33
H -6.33 15.93 -8.35
H -6.97 26.59 -0.75
C -7.57 16.58 -6.03
H -13.57 21.21 -7.92
H -9.47 16.02 3.08
H -3.48 23.16 -3.05
H -11.33 22.95 -1.42
H -7.71 22.23 -7.12
H -19.03 19.69 -3.83
C -15.67 24.23 -2.50
H -13.73 16.24 -2.43
C -11.15 20.67 4.75
H -12.86 22.70 -7.12
H -15.95 24.83 -3.37
H -10.99 20.39 -5.38
H -8.40 20.47 2.56
H -11.48 19.71 5.16
H -17.08 18.72 -5.76
H -19.18 18.03 -3.12
H -5.35 19.83 0.62
H -13.08 19.05 -6.52
H -7.55 30.02 0.04
```